(1)
Computed, not measured: a 12-piece molecular cluster, C6H39N2O11 overall at a distorted geometry, with wB97M-V/def2-TZVPD.

```
58
Properties=species:S:1:pos:R:3:lowdin_charge:R:1
C -2.806 -0.919 0.777 -0.013
C -1.361 -0.791 0.305 -0.295
C -0.816 0.540 -0.151 -0.189
C 0.016 1.260 0.919 -0.198
C 1.465 0.788 1.207 -0.184
C 2.344 0.472 0.003 -0.238
N 2.224 1.521 -1.040 0.013
N -1.124 -1.843 -0.810 0.230
H -3.221 -0.027 1.262 0.089
H -3.361 -1.186 -0.122 0.091
H -2.928 -1.697 1.554 0.096
H -0.634 -1.023 1.118 0.148
H -0.108 0.335 -1.001 0.092
H -1.500 1.315 -0.476 0.078
H -0.592 1.410 1.821 0.125
H 0.097 2.271 0.512 0.072
H 1.282 -0.074 1.890 0.095
H 1.896 1.601 1.779 0.101
H 3.419 0.471 0.245 0.123
H 2.127 -0.553 -0.323 0.079
H 1.335 2.000 -1.049 0.036
H 2.932 2.211 -0.811 0.071
H -1.366 -1.319 -1.664 0.128
H -1.740 -2.645 -0.632 0.106
H -0.143 -2.133 -0.849 0.117
H 1.761 -2.005 -2.172 0.002
H 2.695 -3.200 -1.868 0.060
O 2.000 -2.655 -1.474 -0.082
H -1.892 3.308 -1.777 0.044
H -0.596 3.575 -2.459 0.071
O -1.306 2.914 -2.441 -0.031
H 0.525 -4.529 1.766 0.024
H 1.312 -4.156 0.400 0.036
O 0.592 -4.646 0.806 -0.045
H 0.730 -0.996 5.171 0.038
H 1.693 0.153 4.547 0.033
O 1.000 -0.482 4.406 -0.051
H -3.520 3.821 -0.105 0.064
H -2.731 3.117 1.072 0.048
O -2.952 3.080 0.141 -0.042
H -1.515 -5.337 -1.320 0.059
H -0.727 -4.574 -0.344 0.001
O -1.618 -4.552 -0.771 -0.084
H 1.553 0.305 -2.663 0.033
H 0.280 -0.324 -3.389 0.034
O 1.080 -0.517 -2.872 -0.080
H 0.160 5.451 2.124 0.070
H 1.015 4.374 1.462 0.041
O 0.148 4.790 1.427 -0.042
H 2.229 4.539 -0.922 0.028
H 0.870 4.642 -0.241 -0.017
O 1.351 4.908 -1.054 -0.055
H -1.328 1.280 -2.654 0.000
H -1.934 0.469 -3.848 0.088
O -1.423 0.370 -3.022 -0.088
H 0.918 -3.527 4.176 0.035
H 1.646 -4.877 4.142 0.065
O 1.012 -4.330 3.663 -0.034
```

Net charge: +1
Energy relative to the best compared isomer or geometry (same formula, charge and spin), kcal per mole: 49.8
2S+1: 1
Calculated total energy, Eh: -1188.9539
Largest force on an atom, eV Å⁻¹: 2.04
Kohn-Sham gap, eV: 10.08
E_LUMO, eV: -2.2617

(2)
Computed, not measured: a 2-piece molecular cluster, C4H13N3O overall at a distorted geometry, with wB97M-V/def2-TZVPD.

```
21
Properties=species:S:1:pos:R:3:lowdin_charge:R:1
C 1.038 -1.049 -0.811 -0.279
C 0.288 0.213 -1.214 -0.172
C -0.183 1.244 -0.109 -0.204
N -1.991 -1.194 0.146 0.180
C -2.410 0.158 0.168 -0.345
N -1.342 1.037 0.711 0.086
N 2.288 -0.853 -0.065 0.016
H 0.447 -1.687 -0.163 0.084
H 1.335 -1.514 -1.748 0.119
H -0.571 -0.052 -1.838 0.092
H 1.027 0.767 -1.805 0.111
H 0.737 1.366 0.452 0.082
H -0.295 2.114 -0.775 0.127
H -2.473 -1.720 0.884 0.064
H -3.372 0.317 0.647 0.113
H -1.014 0.564 1.562 0.119
H 2.152 -0.220 0.807 0.001
H 3.003 -0.578 -0.729 0.061
H -2.531 0.426 -0.891 0.119
H 2.302 0.355 2.686 -0.059
O 1.566 0.307 2.086 -0.314
```

Energy relative to the best compared isomer or geometry (same formula, charge and spin), kcal per mole: 202.1
2S+1: 1
Calculated total energy, Eh: -399.4252
Largest force on an atom, eV Å⁻¹: 2.63
Kohn-Sham gap, eV: 3.63
E_LUMO, eV: -4.0633